Here is a structure of composition C30H30FN5O9SeV in a non-equilibrium geometry from the OMol25 dataset. Energies are from the ωB97M-V functional and the def2-TZVPD basis.

```
77
Properties=species:S:1:pos:R:3:lowdin_spin:R:1
V -0.06 1.96 0.11 1.059
O -0.35 4.59 3.13 -0.002
C 0.21 3.81 2.44 0.004
O -0.43 3.08 1.44 0.039
C 1.66 3.44 2.60 0.002
C 1.75 1.90 2.80 0.000
C 3.12 1.55 3.33 0.000
C 4.02 1.76 2.07 0.000
C 3.00 2.17 1.02 0.000
O 1.79 1.39 1.40 -0.002
C 2.53 3.62 1.26 0.001
C 1.69 4.12 0.10 0.003
O 1.48 5.29 -0.07 -0.004
O 1.18 3.13 -0.70 0.039
H 2.03 4.01 3.43 0.000
H 0.92 1.47 3.35 0.000
H 3.41 2.18 4.17 0.000
H 3.15 0.51 3.66 0.000
H 4.77 2.53 2.21 0.000
H 4.52 0.84 1.77 0.000
H 3.28 1.96 0.00 0.000
H 3.34 4.33 1.40 0.000
C -1.04 -5.38 2.00 0.000
C -2.43 -4.79 1.81 0.000
C -3.33 -4.97 3.02 0.000
C -2.75 -4.26 4.24 0.000
C -2.28 -2.85 3.91 0.000
C -2.02 -1.94 4.90 0.001
C -1.62 -0.64 4.61 0.001
F -1.40 0.20 5.62 0.000
C -1.45 -0.20 3.34 0.000
C -1.68 -1.12 2.29 0.002
C -1.46 -0.73 0.93 0.005
O -0.80 0.40 0.72 0.025
C -1.92 -1.60 -0.08 0.005
C -2.28 -2.89 0.27 0.000
N -2.30 -3.32 1.51 0.004
C -2.09 -2.43 2.57 0.002
C -2.12 -1.22 -1.50 0.001
O -2.08 -2.03 -2.40 0.003
O -2.38 0.11 -1.66 0.002
H -1.11 -6.44 2.26 0.000
H -0.49 -4.86 2.79 0.000
H -0.46 -5.30 1.07 0.000
H -2.90 -5.26 0.94 0.000
H -3.45 -6.03 3.21 0.000
H -4.32 -4.56 2.80 0.000
H -1.91 -4.83 4.64 0.000
H -3.49 -4.21 5.03 0.000
H -2.16 -2.23 5.94 0.000
H -1.21 0.83 3.13 0.000
H -2.54 -3.60 -0.50 0.000
O -2.23 2.62 -1.66 0.011
N -1.35 2.38 -0.92 -0.225
C -0.62 3.24 -4.58 0.001
N -0.35 1.78 -4.72 0.000
C -1.07 0.78 -4.23 0.003
Se -2.73 0.86 -3.34 0.018
N -0.46 -0.38 -4.50 0.001
C 0.72 -0.12 -5.20 0.000
C 1.69 -0.97 -5.73 0.000
C 2.72 -0.37 -6.41 0.000
C 2.79 1.04 -6.56 0.000
C 1.84 1.87 -6.02 0.000
C 0.79 1.25 -5.34 0.000
H -1.65 3.41 -4.30 0.001
H -0.42 3.73 -5.53 0.000
H 0.03 3.66 -3.82 0.000
H -0.78 -1.28 -4.13 0.000
H 1.63 -2.05 -5.62 0.000
H 3.49 -0.98 -6.86 0.000
H 3.61 1.47 -7.12 0.000
H 1.88 2.95 -6.14 0.000
N 1.10 0.58 -1.24 -0.005
H 0.48 0.07 -1.84 0.002
H 1.60 -0.10 -0.69 0.000
H 1.76 1.07 -1.82 0.000
```

Values from the calculation:
2S+1 = 2
Lowest unoccupied orbital energy (alpha / beta) = -6.73 / -7.05 eV
Gap between HOMO and LUMO (alpha / beta) = 7.284 / 6.856 eV
Energy relative to the best compared isomer or geometry (same formula, charge and spin) = 66.8 kcal/mol
HOMO (alpha / beta) = -14.02 / -13.91 eV
Net charge = +2